{"formula": "C39H43As2ClCoSi2", "method": "ωB97M-V with the def2-TZVPD basis set", "multiplicity": 4, "mol_weight_g_mol": 812.2, "e_tot_ev": -228717.4189, "homo_ev": [-5.72, -6.01], "species": ["C", "C", "C", "H", "C", "C", "H", "H", "H", "H", "Co", "Si", "C", "C", "H", "C", "H", "C", "H", "C", "H", "C", "H", "C", "C", "H", "C", "H", "C", "H", "C", "H", "C", "H", "H", "Si", "C", "C", "H", "C", "H", "C", "H", "C", "H", "C", "H", "C", "C", "H", "C", "H", "C", "H", "C", "H", "C", "H", "H", "Cl", "C", "As", "C", "C", "C", "C", "C", "C", "C", "As", "C", "C", "H", "H", "H", "H", "H", "H", "H", "H", "H", "H", "H", "H", "H", "H", "H", "H"], "positions_angstrom": [[-1.8029, -1.3032, 4.1661], [-2.4595, -0.5956, 3.1467], [-2.0193, -1.0937, 1.8583], [-3.2906, 0.0886, 3.2771], [-1.1004, -2.2150, 2.1537], [-1.0092, -2.3088, 3.6025], [-0.5169, -3.1058, 4.1516], [-1.9361, -1.1374, 5.2362], [-2.5614, -0.9663, 0.9131], [-0.9126, -3.0290, 1.4548], [-0.0738, -0.5627, 1.6873], [-1.2261, -0.4112, -3.4026], [-0.7081, 1.0899, -4.4674], [0.6102, 1.2246, -4.9364], [1.3307, 0.4100, -4.8051], [1.0378, 2.4281, -5.5243], [2.0855, 2.5710, -5.7932], [0.1314, 3.4690, -5.7443], [0.4724, 4.4286, -6.1570], [-1.2126, 3.2777, -5.4116], [-1.9165, 4.0900, -5.6195], [-1.6423, 2.0915, -4.8011], [-2.6951, 1.9410, -4.5506], [-0.4576, -1.8116, -4.3635], [-1.0061, -2.1963, -5.6037], [-1.9250, -1.7237, -5.9675], [-0.3514, -3.1648, -6.3688], [-0.7660, -3.4666, -7.3277], [0.8349, -3.7579, -5.9299], [1.3505, -4.5077, -6.5366], [1.3692, -3.3858, -4.6996], [2.2867, -3.8478, -4.3264], [0.7424, -2.4045, -3.9251], [1.2024, -2.1076, -2.9792], [-2.6951, -0.2883, -3.4510], [1.0542, 0.5990, -1.4010], [0.1973, -1.1368, -0.8706], [-1.1394, -1.5711, -1.2010], [-1.9816, -0.8604, -1.1833], [-1.5020, -2.9417, -1.0887], [-2.5075, -3.2504, -1.3973], [-0.6149, -3.9125, -0.6579], [-0.9103, -4.9736, -0.5737], [0.6942, -3.5222, -0.3533], [1.4063, -4.2669, 0.0178], [1.0876, -2.1759, -0.4894], [2.1271, -1.8958, -0.3021], [-0.2278, 1.9668, -1.3087], [-1.4374, 1.7656, -0.6332], [-1.6438, 0.7752, -0.1820], [-2.3664, 2.8102, -0.5020], [-3.3245, 2.5957, -0.0193], [-2.0416, 4.0891, -0.9717], [-2.7364, 4.9265, -0.8183], [-0.8134, 4.3041, -1.6272], [-0.5212, 5.3025, -1.9869], [0.0687, 3.2356, -1.8310], [1.0068, 3.3393, -2.3951], [2.3843, 0.9920, -1.8908], [1.8157, 0.7444, 0.7119], [-2.0327, 2.3293, 3.4193], [-0.3804, 1.4855, 2.7865], [0.4795, 3.1947, 2.2369], [0.6757, 1.0958, 4.4375], [0.5205, 1.9397, 5.5329], [1.2458, 1.6788, 6.7077], [2.0798, 0.5562, 6.7882], [2.1885, -0.3270, 5.7021], [1.4848, -0.0547, 4.5335], [1.7008, -1.3038, 2.9897], [3.6127, -1.0657, 2.5649], [1.9555, -3.0911, 3.7577], [-2.7489, 2.2212, 2.5969], [-1.8355, 3.3869, 3.6256], [-2.3645, 1.7951, 4.3128], [-0.0851, 4.0098, 2.7208], [1.5281, 3.1703, 2.5810], [0.4140, 3.2563, 1.1394], [-0.1141, 2.8224, 5.4471], [1.1824, 2.3815, 7.5373], [2.6322, 0.3469, 7.7056], [2.7821, -1.2424, 5.7811], [4.1711, -1.7540, 3.2069], [3.7608, -1.3272, 1.5109], [3.9032, -0.0295, 2.7611], [3.0350, -3.2871, 3.7504], [1.5432, -3.0627, 4.7726], [1.4222, -3.7825, 3.0932]], "forces_ev_per_angstrom": [[-0.744, 0.278, -0.056], [-0.429, -0.925, -0.519], [-1.019, -1.578, 1.303], [0.327, 0.034, 0.032], [-2.227, -0.458, 1.206], [-0.374, -0.139, -1.347], [-0.063, 0.288, -0.141], [0.056, -0.006, -0.312], [0.227, -0.067, 0.522], [0.177, 0.410, 0.409], [1.826, 0.714, -1.356], [0.716, 1.020, -1.686], [-0.290, -0.152, -0.387], [0.157, 0.766, 0.168], [-0.207, 0.251, 0.052], [-0.137, -0.229, 0.072], [-0.255, -0.166, -0.014], [-0.018, -0.159, 0.233], [-0.197, -0.531, 0.140], [-0.140, 0.063, -0.049], [0.120, -0.390, 0.078], [0.603, 0.267, 0.193], [0.289, 0.206, 0.022], [0.084, -0.542, -0.043], [0.534, -0.270, 0.281], [0.335, -0.238, 0.103], [-0.096, 0.036, -0.123], [0.030, 0.082, 0.119], [-0.057, 0.071, 0.211], [-0.290, 0.255, 0.167], [0.120, 0.197, 0.151], [-0.249, 0.131, -0.200], [-0.291, -0.146, -0.483], [-0.268, -0.168, -0.329], [-0.227, -0.326, 0.207], [-1.910, -0.371, 3.374], [0.642, -0.932, -0.963], [0.165, -0.434, 1.018], [0.506, -0.355, -0.373], [-0.434, 0.885, -0.590], [0.257, 0.308, 0.385], [0.988, -0.283, -0.218], [0.123, 0.779, -0.070], [-0.152, 0.130, -0.002], [-0.173, 0.339, -0.244], [-0.187, 0.344, 0.095], [-0.237, -0.233, 0.037], [0.311, 0.198, -0.363], [-0.344, -0.181, 0.115], [0.042, 0.861, -0.239], [0.437, -0.221, -0.045], [0.334, 0.257, -0.112], [0.285, 0.020, -0.105], [0.341, -0.435, -0.132], [0.067, -0.076, -0.037], [-0.342, -0.517, 0.184], [-0.163, -0.143, 0.121], [-0.474, 0.311, 0.263], [-0.243, -0.550, -0.946], [0.654, 0.636, -1.679], [0.300, -0.090, 0.243], [0.742, 0.684, 0.680], [0.011, -0.260, 0.248], [-0.576, -0.054, -0.108], [0.836, -0.291, 0.309], [0.089, -0.043, -0.309], [-0.196, -0.041, -0.081], [-0.349, 0.545, 0.406], [0.294, -0.279, -0.267], [0.506, 0.420, 0.375], [-0.013, 0.139, 0.322], [-0.048, 0.408, 0.057], [0.032, 0.085, 0.332], [-0.198, -0.255, 0.025], [-0.165, 0.270, -0.220], [0.489, -0.217, -0.316], [-0.463, 0.200, -0.338], [0.129, 0.165, 0.445], [0.128, -0.198, 0.166], [-0.020, -0.260, -0.063], [-0.156, 0.123, -0.214], [-0.057, 0.382, 0.035], [0.155, 0.346, -0.185], [0.078, 0.144, 0.243], [0.120, -0.220, -0.216], [-0.454, -0.188, 0.172], [0.165, -0.452, -0.281], [0.109, 0.022, 0.449]]}